Record 1
{"formula": "C38H29Cl3F5N8O4RuS4Se", "method": "the ωB97M-V functional and the def2-TZVPD basis", "species": ["Ru", "O", "C", "C", "C", "C", "C", "C", "C", "O", "N", "N", "C", "S", "C", "C", "S", "H", "H", "H", "H", "H", "H", "H", "H", "H", "O", "N", "C", "C", "C", "C", "C", "S", "H", "H", "H", "H", "F", "C", "F", "C", "F", "F", "F", "Se", "N", "C", "C", "C", "C", "N", "C", "N", "H", "H", "H", "Cl", "C", "C", "C", "C", "C", "C", "N", "C", "C", "N", "C", "O", "C", "C", "C", "Cl", "S", "C", "C", "C", "Cl", "C", "H", "H", "H", "H", "H", "H", "H", "H", "H", "H", "H", "H", "H"], "xyz": [[-0.5783, 1.2655, 0.7742], [3.6494, -0.8452, 0.6119], [3.6041, -1.5191, 1.7819], [4.5877, -2.4810, 2.0165], [4.5894, -3.2023, 3.1935], [3.6105, -2.9831, 4.1598], [2.6336, -2.0355, 3.9273], [2.6104, -1.2905, 2.7471], [1.5274, -0.3018, 2.4909], [1.5938, 0.4109, 1.4376], [0.5178, -0.2867, 3.3147], [-0.4899, 0.6086, 2.9411], [-1.1516, 0.9499, 3.9844], [-0.6344, 0.3447, 5.5595], [-1.8905, 1.2588, 6.4947], [-3.1342, 1.3464, 5.6383], [-2.6211, 1.9011, 3.9930], [2.9114, -0.1862, 0.6635], [5.3425, -2.6362, 1.2565], [5.3620, -3.9420, 3.3633], [3.6132, -3.5500, 5.0810], [1.8555, -1.8500, 4.6559], [-1.5169, 2.2520, 6.7443], [-2.0789, 0.7068, 7.4153], [-3.8483, 2.0782, 6.0152], [-3.6234, 0.3765, 5.5515], [0.9154, 4.5927, -0.9471], [-0.3153, 4.8206, -1.2199], [-0.7381, 6.1123, -1.2959], [-2.0410, 6.4399, -1.5669], [-2.9698, 5.4261, -1.7782], [-2.5339, 4.1197, -1.7032], [-1.2064, 3.7993, -1.4195], [-0.7150, 2.1232, -1.4083], [0.0508, 6.8273, -1.1212], [-2.3168, 7.4840, -1.6109], [-4.0044, 5.6518, -1.9957], [-3.2120, 3.2905, -1.8491], [-2.9870, 0.4801, -0.7198], [-2.5388, 0.6184, 0.5693], [-3.3367, 1.6229, 1.0975], [-3.0747, -0.6963, 1.2119], [-2.6307, -0.9281, 2.4505], [-4.4152, -0.6659, 1.2758], [-2.7370, -1.7554, 0.4643], [-2.1929, 4.8201, 1.8685], [-0.8349, 5.8892, 2.2800], [0.2749, 5.1989, 2.1225], [1.6249, 5.6070, 2.3654], [2.5951, 4.6823, 2.1660], [2.2852, 3.3573, 1.6841], [1.0803, 2.9704, 1.4211], [0.0941, 3.8535, 1.6815], [-1.1361, 3.4292, 1.5171], [1.8379, 6.6115, 2.7046], [3.6335, 4.9245, 2.3456], [3.0794, 2.6436, 1.4990], [-1.6423, 2.3979, -5.5493], [-0.9223, 0.8923, -5.0816], [0.3687, 0.5917, -5.4844], [0.9232, -0.6025, -5.0685], [0.2404, -1.5084, -4.2556], [1.0321, -2.7120, -3.7763], [1.8876, -2.3258, -2.5550], [1.0948, -1.8554, -1.4393], [0.6586, -2.5952, -0.3649], [-0.0723, -1.7535, 0.4065], [-0.0677, -0.5046, -0.1737], [0.6286, -0.6051, -1.2857], [0.1753, -3.7891, -3.5233], [0.8177, -5.0401, -3.3424], [-0.2522, -6.0620, -3.1492], [-0.6177, -7.0047, -4.0600], [0.0836, -7.2739, -5.6045], [-1.9249, -7.9771, -3.5265], [-2.0104, -7.1085, -2.0513], [-1.0743, -6.1294, -1.9848], [-1.0603, -1.1750, -3.8761], [-2.0278, -2.1388, -2.8109], [-1.6399, 0.0195, -4.2918], [0.9241, 1.2803, -6.1046], [1.9324, -0.8464, -5.3818], [1.7370, -2.9908, -4.5748], [2.5819, -1.5366, -2.8419], [2.4854, -3.1702, -2.2147], [0.9212, -3.6308, -0.2378], [-0.5540, -1.9374, 1.3501], [0.8566, 0.2062, -1.9555], [1.4655, -5.0209, -2.4579], [1.4389, -5.2827, -4.2120], [-2.7529, -7.3686, -1.3148], [-0.9738, -5.4507, -1.1489], [-2.6369, 0.2680, -3.9587]], "lowdin_charge": [1.097, 0.042, -0.271, -0.022, -0.091, -0.097, -0.029, -0.077, -0.460, -0.142, -0.010, -0.152, -0.891, 0.952, -0.533, -0.512, 0.908, 0.062, 0.113, 0.101, 0.096, 0.103, 0.074, 0.076, 0.079, 0.081, -0.106, -0.239, -0.039, -0.073, -0.089, -0.109, -0.594, 0.746, 0.135, 0.109, 0.107, 0.108, -0.029, -0.462, -0.053, -0.591, 0.124, 0.151, 0.116, 1.175, -0.192, -0.380, 0.014, -0.018, -0.068, 0.066, -0.493, -0.277, 0.120, 0.108, 0.125, 0.682, -0.670, -0.092, -0.032, -0.180, -0.287, -0.048, -0.033, -0.021, -0.108, -0.077, -0.182, -0.135, -0.163, -0.311, -0.972, 0.658, 1.001, -0.403, -0.132, -0.562, 0.798, -0.142, 0.109, 0.122, 0.156, 0.142, 0.130, 0.129, 0.114, 0.097, 0.122, 0.114, 0.069, 0.113, 0.107], "spin_multiplicity": 2, "homo_energy_ev": [-7.6, -7.6], "relative_energy_kcal_mol": 8.7, "homo_lumo_gap_ev": [6.23, 6.21], "lumo_energy_ev": [-1.36, -1.38], "largest_force_ev_per_a": 0.73, "s2": 0.7569}



Record 2
{"formula": "C38H29N4O2PPdS5", "method": "the ωB97M-V functional and the def2-TZVPD basis", "species": ["Pd", "S", "C", "N", "C", "C", "C", "C", "C", "C", "S", "H", "H", "H", "H", "S", "C", "S", "C", "N", "N", "C", "C", "C", "C", "C", "C", "S", "H", "H", "H", "H", "H", "O", "N", "C", "C", "C", "C", "C", "H", "H", "H", "H", "H", "O", "P", "C", "C", "C", "C", "C", "C", "C", "C", "C", "C", "C", "C", "C", "C", "C", "C", "C", "C", "H", "H", "H", "H", "H", "H", "H", "H", "H", "H", "H", "H", "H", "H", "H"], "xyz": [[0.6959, 1.0908, 0.8526], [2.0521, 2.2707, 2.2251], [1.5777, 3.5144, 1.1100], [0.6214, 3.1286, 0.2996], [0.3316, 4.0948, -0.6515], [-0.6746, 4.0260, -1.6114], [-0.8402, 5.1027, -2.4599], [-0.0341, 6.2401, -2.3520], [0.9407, 6.3320, -1.3768], [1.1131, 5.2469, -0.5249], [2.2249, 5.0790, 0.8082], [-1.3125, 3.1520, -1.6516], [-1.6176, 5.0760, -3.2125], [-0.1823, 7.0665, -3.0336], [1.5423, 7.2250, -1.2758], [-3.5083, 1.5107, 5.3701], [-2.5068, 0.5948, 4.4835], [-1.2993, 1.2746, 3.4154], [-0.6097, -0.3013, 3.2025], [-1.2776, -1.2578, 3.8332], [-2.3450, -0.8060, 4.4623], [-3.2582, -1.8074, 4.9468], [-4.5501, -1.4900, 5.3520], [-5.3909, -2.5032, 5.7886], [-4.9605, -3.8186, 5.8217], [-3.6751, -4.1272, 5.3975], [-2.8206, -3.1334, 4.9584], [0.7245, -0.6987, 2.2651], [-4.9148, -0.4789, 5.3192], [-6.3931, -2.2498, 6.1065], [-5.6199, -4.5996, 6.1751], [-3.3295, -5.1520, 5.4081], [-1.8234, -3.3805, 4.6326], [-1.5466, 1.0214, 0.0888], [-2.4020, 0.1145, 0.4852], [-2.1145, -1.1993, 0.3786], [-3.0037, -2.1441, 0.8491], [-4.2010, -1.7523, 1.4246], [-4.4847, -0.3957, 1.4988], [-3.5727, 0.5200, 1.0238], [-1.1540, -1.4077, -0.0761], [-2.7393, -3.1880, 0.7571], [-4.9011, -2.4848, 1.8019], [-5.4091, -0.0333, 1.9258], [-3.7004, 1.5914, 1.0477], [0.7500, -1.0422, -0.6014], [1.7702, -0.8661, -1.6859], [3.1358, 0.1697, -1.1226], [3.7900, -0.2265, 0.0466], [4.8519, 0.5127, 0.5345], [5.2696, 1.6531, -0.1419], [4.6328, 2.0459, -1.3088], [3.5708, 1.3010, -1.8067], [2.5080, -2.4400, -2.1485], [3.6510, -2.5027, -2.9443], [4.2079, -3.7308, -3.2589], [3.6315, -4.8986, -2.7729], [2.4997, -4.8393, -1.9736], [1.9373, -3.6099, -1.6590], [1.1064, -0.1201, -3.1819], [1.1817, -0.7446, -4.4242], [0.6097, -0.1482, -5.5390], [-0.0389, 1.0710, -5.4186], [-0.1232, 1.6958, -4.1807], [0.4409, 1.0999, -3.0654], [3.4672, -1.1219, 0.5673], [5.3540, 0.2056, 1.4423], [6.0998, 2.2320, 0.2413], [4.9644, 2.9292, -1.8387], [3.0784, 1.6085, -2.7206], [4.1115, -1.5923, -3.3119], [5.0943, -3.7797, -3.8771], [4.0733, -5.8567, -3.0129], [2.0559, -5.7493, -1.5922], [1.0581, -3.5480, -1.0303], [1.6819, -1.6981, -4.5291], [0.6703, -0.6398, -6.5008], [-0.4833, 1.5346, -6.2896], [-0.6246, 2.6491, -4.0855], [0.3648, 1.5832, -2.0988]], "lowdin_charge": [0.502, 0.629, -1.052, -0.102, -0.300, -0.032, -0.074, -0.072, -0.076, -0.452, 1.086, 0.108, 0.109, 0.110, 0.114, 0.777, -1.041, 0.996, -1.025, 0.043, -0.092, -0.185, -0.047, -0.060, -0.064, -0.062, -0.014, 0.762, 0.037, 0.114, 0.112, 0.112, 0.109, -0.198, -0.212, -0.024, -0.025, -0.055, -0.037, -0.028, 0.093, 0.121, 0.117, 0.120, 0.143, -0.443, 0.791, -0.295, -0.106, -0.082, -0.068, -0.065, -0.068, -0.290, -0.083, -0.066, -0.068, -0.068, -0.065, -0.267, -0.059, -0.064, -0.062, -0.058, -0.083, 0.109, 0.113, 0.111, 0.110, 0.106, 0.117, 0.110, 0.109, 0.108, 0.103, 0.102, 0.110, 0.110, 0.092, 0.074], "spin_multiplicity": 2, "homo_energy_ev": [-10.5, -10.5], "relative_energy_kcal_mol": 10.0, "homo_lumo_gap_ev": [7.30, 4.87], "lumo_energy_ev": [-3.21, -5.64], "charge": 1, "largest_force_ev_per_a": 1.09, "s2": 0.7909}



Record 3
{"formula": "C38H30AsEuN6O2S", "method": "the ωB97M-V functional and the def2-TZVPD basis", "species": ["Eu", "C", "C", "C", "C", "C", "C", "C", "H", "H", "H", "H", "H", "H", "H", "H", "N", "C", "C", "C", "C", "C", "C", "N", "C", "C", "C", "S", "C", "N", "H", "H", "H", "H", "H", "H", "H", "O", "As", "C", "C", "C", "C", "C", "C", "C", "C", "C", "C", "C", "C", "C", "C", "C", "C", "C", "C", "H", "H", "H", "H", "H", "H", "H", "H", "H", "H", "H", "H", "H", "H", "H", "O", "N", "C", "C", "N", "C", "N"], "xyz": [[-0.5759, -0.7539, 0.6658], [-2.3472, 3.7712, 2.0871], [-2.7477, 2.7347, 1.0555], [-2.7429, 1.3553, 1.3510], [-3.2987, 0.4283, 0.4731], [-3.7903, 0.8493, -0.7723], [-3.7568, 2.2057, -1.1114], [-3.2177, 3.1420, -0.2091], [-3.1732, 4.0062, 2.7930], [-2.0949, 4.7250, 1.5930], [-1.4725, 3.4480, 2.6306], [-2.3948, 1.0035, 2.3042], [-3.4640, -0.6133, 0.7332], [-4.3400, 0.1246, -1.3416], [-4.2334, 2.5794, -2.0330], [-3.1625, 4.2123, -0.4500], [-2.2458, -5.1000, 0.4495], [-3.2183, -4.8142, 1.3914], [-3.9986, -5.6448, 2.1649], [-4.6883, -5.0506, 3.2248], [-4.7246, -3.6671, 3.3945], [-4.0173, -2.8158, 2.5386], [-3.1652, -3.3853, 1.5628], [-2.1633, -2.8504, 0.7264], [-1.6000, -3.9240, 0.1072], [-0.4381, -3.9666, -0.7554], [0.1290, -5.1125, -1.3173], [1.6148, -4.7249, -2.1545], [1.3706, -3.0698, -1.7229], [0.2834, -2.7968, -1.0509], [-2.0641, -6.0138, -0.0058], [-4.0455, -6.7182, 1.9468], [-5.2579, -5.6472, 3.9263], [-5.3523, -3.2674, 4.1630], [-4.0346, -1.7303, 2.7004], [-0.2457, -6.1041, -1.2074], [2.0655, -2.3347, -2.0759], [0.4219, 0.7080, -0.9159], [1.8286, 1.6241, -1.4034], [2.5944, 0.9886, -3.0578], [1.7339, 0.3437, -3.9389], [2.2441, -0.2114, -5.1167], [3.5704, -0.0217, -5.4304], [4.4419, 0.6374, -4.5642], [3.9366, 1.2122, -3.3797], [2.9512, 1.2368, 0.1907], [2.4614, 1.8442, 1.3320], [2.9957, 1.5181, 2.5947], [4.0316, 0.6235, 2.6877], [4.5767, 0.0633, 1.5215], [3.9598, 0.2392, 0.2976], [1.7149, 3.5696, -1.5480], [0.5782, 4.0724, -2.2052], [0.3809, 5.4529, -2.2709], [1.3170, 6.3424, -1.7807], [2.4291, 5.8666, -1.1080], [2.6724, 4.4881, -1.0348], [0.7076, 0.2548, -3.6872], [1.6107, -0.7251, -5.8159], [3.9668, -0.4011, -6.3681], [5.4809, 0.8330, -4.8132], [4.5723, 1.7791, -2.7055], [1.6357, 2.5848, 1.2679], [2.5748, 1.9968, 3.4725], [4.4269, 0.3759, 3.6853], [5.4473, -0.5681, 1.5826], [4.3734, -0.2250, -0.5968], [-0.2009, 3.4031, -2.5507], [-0.5122, 5.8239, -2.7675], [1.2316, 7.4243, -1.8758], [3.1332, 6.5368, -0.6373], [3.5539, 4.1274, -0.4985], [-0.8836, -0.6870, 2.9606], [-0.8384, -1.6059, 3.9446], [-0.0495, -2.6765, 3.5609], [0.8972, -2.4239, 2.5218], [1.5806, -2.1834, 1.5575], [-0.2142, -3.8756, 4.3200], [-0.7262, -4.8464, 4.7968]], "lowdin_charge": [1.567, -0.043, -0.255, -0.106, -0.168, -0.081, -0.067, -0.039, 0.099, 0.079, 0.068, 0.080, 0.064, 0.100, 0.113, 0.115, 0.164, -0.190, -0.012, -0.069, -0.071, -0.011, -0.199, 0.056, -0.250, -0.300, -0.302, 1.058, -0.454, -0.043, 0.177, 0.121, 0.110, 0.103, 0.108, 0.063, 0.069, -0.680, 1.280, -0.323, -0.098, -0.067, -0.076, -0.056, -0.083, -0.300, -0.134, -0.076, -0.074, -0.078, -0.091, -0.292, -0.096, -0.076, -0.074, -0.072, -0.078, 0.089, 0.108, 0.114, 0.111, 0.108, 0.114, 0.111, 0.121, 0.107, 0.102, 0.102, 0.111, 0.117, 0.110, 0.106, -0.401, 0.062, -0.321, -0.193, 0.121, -0.169, 0.156], "spin_multiplicity": 8, "homo_energy_ev": [-9.7, -10.8], "relative_energy_kcal_mol": 31.2, "homo_lumo_gap_ev": [7.01, 8.11], "lumo_energy_ev": [-2.73, -2.72], "charge": 1, "largest_force_ev_per_a": 5.19, "s2": 15.7593}



Record 4
{"formula": "C38H30CoF9NO7P3S", "method": "the ωB97M-V functional and the def2-TZVPD basis", "species": ["Co", "C", "C", "C", "C", "C", "C", "C", "C", "S", "C", "N", "C", "C", "C", "C", "C", "C", "C", "C", "H", "H", "H", "H", "H", "H", "H", "H", "H", "H", "H", "H", "H", "H", "H", "H", "O", "P", "O", "O", "O", "P", "O", "O", "O", "H", "H", "F", "C", "F", "F", "C", "C", "C", "C", "C", "C", "P", "C", "C", "C", "C", "C", "C", "C", "F", "F", "F", "C", "C", "C", "C", "C", "C", "C", "F", "F", "F", "H", "H", "H", "H", "H", "H", "H", "H", "H", "H", "H", "H"], "xyz": [[-0.0102, -0.0161, 0.1998], [4.6619, 1.5076, -4.9598], [3.8808, 0.2655, -4.5120], [2.4293, 0.4311, -4.9666], [4.4749, -0.9819, -5.1838], [3.9886, 0.1070, -2.9952], [5.2645, -0.0352, -2.4123], [5.4471, -0.1604, -1.0529], [4.3163, -0.1670, -0.2387], [4.2066, -0.2453, 1.4927], [2.4893, -0.1496, 1.3680], [2.0263, -0.1060, 0.1571], [3.0431, -0.0679, -0.7935], [2.8801, 0.0903, -2.1709], [1.5533, -0.1223, 2.4690], [1.9122, -0.1230, 3.8147], [0.9177, -0.0967, 4.7790], [-0.4188, -0.0462, 4.3914], [-0.7723, -0.0258, 3.0443], [0.2204, -0.0832, 2.0852], [4.5939, 1.6153, -6.0457], [5.7193, 1.4412, -4.6962], [4.2504, 2.4095, -4.5006], [2.3981, 0.5180, -6.0545], [1.9781, 1.3346, -4.5482], [1.8149, -0.4259, -4.6851], [4.3030, -0.9451, -6.2634], [4.0173, -1.8928, -4.7955], [5.5530, -1.0513, -5.0215], [6.1428, -0.0213, -3.0474], [6.4412, -0.2339, -0.6289], [1.8800, 0.2516, -2.5483], [2.9602, -0.1289, 4.0994], [1.1827, -0.1064, 5.8286], [-1.1966, -0.0165, 5.1455], [-1.8151, 0.0281, 2.7565], [-3.6963, 0.5624, 1.5880], [-2.7866, 1.0753, 0.3671], [-3.5650, 1.6327, -0.7360], [-1.8506, -0.1279, 0.0607], [-1.8399, 2.1198, 1.1532], [-0.6025, 2.9097, 0.4508], [0.1986, 3.3309, 1.7674], [-0.9493, 4.0558, -0.3736], [0.1949, 1.7590, -0.2457], [-4.5580, 0.9982, 1.5363], [0.1366, 2.6799, 2.4775], [3.4004, -6.3826, -4.2385], [2.4304, -5.5586, -4.6665], [2.9626, -4.7604, -5.6043], [1.5045, -6.3220, -5.2705], [1.8361, -4.7724, -3.5295], [1.4919, -3.4459, -3.7039], [0.9416, -2.7373, -2.6424], [0.7349, -3.3571, -1.4175], [1.0538, -4.7070, -1.2647], [1.6065, -5.4120, -2.3166], [-0.0408, -2.4329, -0.0477], [-1.6857, -3.2200, -0.0518], [-2.6403, -2.6887, -0.9197], [-3.9085, -3.2378, -0.9801], [-4.2244, -4.3267, -0.1800], [-3.2731, -4.8881, 0.6544], [-2.0026, -4.3337, 0.7179], [-5.6051, -4.9166, -0.2562], [-5.7279, -5.7338, -1.3183], [-6.5436, -3.9670, -0.3814], [-5.9023, -5.6404, 0.8343], [0.8220, -3.0790, 1.4214], [2.1884, -3.3378, 1.3626], [2.8967, -3.6373, 2.5164], [2.2384, -3.6756, 3.7344], [0.8764, -3.4246, 3.8079], [0.1754, -3.1146, 2.6559], [3.0108, -3.9929, 4.9833], [2.4392, -3.4574, 6.0733], [3.0943, -5.3180, 5.1906], [4.2696, -3.5249, 4.9175], [1.6575, -2.9685, -4.6590], [0.6593, -1.7012, -2.7743], [0.8705, -5.2086, -0.3213], [1.8598, -6.4584, -2.2002], [-2.4033, -1.8274, -1.5298], [-4.6586, -2.8065, -1.6307], [-3.5207, -5.7500, 1.2593], [-1.2656, -4.7845, 1.3712], [2.7140, -3.2898, 0.4141], [3.9620, -3.8226, 2.4699], [0.3714, -3.4483, 4.7643], [-0.8779, -2.8695, 2.7237]], "lowdin_charge": [0.458, -0.042, -0.554, -0.054, -0.037, -0.153, -0.021, -0.061, -0.444, 1.155, -0.517, 0.038, -0.249, 0.046, -0.236, -0.029, -0.068, -0.050, -0.069, -0.140, 0.090, 0.078, 0.096, 0.091, 0.097, 0.066, 0.091, 0.075, 0.082, 0.114, 0.114, 0.106, 0.112, 0.111, 0.113, 0.088, -0.118, 0.249, -0.238, -0.364, -0.262, 0.261, -0.097, -0.229, -0.304, 0.091, 0.065, 0.145, -0.589, 0.140, 0.153, -0.108, 0.004, -0.059, -0.321, -0.061, 0.011, 1.168, -0.312, -0.064, 0.017, -0.112, 0.005, -0.065, -0.589, 0.147, 0.148, 0.139, -0.340, -0.080, 0.000, -0.115, 0.008, -0.080, -0.587, 0.141, 0.150, 0.139, 0.116, 0.096, 0.116, 0.131, 0.108, 0.133, 0.125, 0.102, 0.117, 0.129, 0.131, 0.119], "homo_energy_ev": [-9.2, -9.2], "relative_energy_kcal_mol": 8.7, "homo_lumo_gap_ev": [8.31, 8.31], "lumo_energy_ev": [-0.93, -0.93], "largest_force_ev_per_a": 1.69}